[1]
{
  "formula": "C7H10",
  "method": "wB97M-V/def2-TZVPD",
  "species": ["C", "C", "C", "C", "C", "C", "C", "H", "H", "H", "H", "H", "H", "H", "H", "H", "H"],
  "coordinates": [[0.56705, -0.23908, 0.97290], [1.70067, 0.80132, 0.79510], [-1.25935, 0.92689, -0.69282], [0.42242, -1.23825, -0.87722], [1.27975, -1.43940, 0.38031], [-0.44846, -0.21201, -0.16578], [-1.93677, -0.25991, -0.05691], [-0.05950, -2.18611, -1.14793], [-2.39372, -0.12094, 0.91861], [0.23685, -0.27812, 2.01314], [2.21108, 1.00836, 1.73632], [1.30509, 1.73412, 0.39385], [-2.46931, -0.95177, -0.70574], [-1.24387, 1.85666, -0.12892], [-1.34995, 1.05863, -1.76758], [0.96722, -0.90974, -1.76902], [2.47080, 0.44935, 0.10166]],
  "forces_ev_per_a": [[-0.003, -0.070, 0.185], [0.165, 0.171, 0.012], [0.040, 0.189, -0.084], [0.043, -0.094, -0.102], [-0.221, 0.163, -0.157], [-0.019, -0.006, 0.028], [-0.164, -0.101, 0.087], [0.045, 0.020, 0.042], [0.091, -0.014, -0.098], [0.000, 0.014, -0.079], [-0.104, -0.156, -0.038], [-0.086, -0.040, -0.006], [0.103, 0.116, 0.095], [-0.002, -0.130, -0.074], [0.049, -0.063, 0.140], [0.065, -0.021, 0.126], [-0.002, 0.021, -0.075]],
  "orbital_gap_ev": 8.578,
  "lumo_ev": 0.3,
  "e_homo_ev": -8.30,
  "relative_energy_kj_mol": 496.0,
  "total_energy_ev": -7415.8939
}


[2]
{
  "formula": "C7H10",
  "method": "wB97M-V/def2-TZVPD",
  "species": ["C", "C", "C", "C", "C", "C", "C", "H", "H", "H", "H", "H", "H", "H", "H", "H", "H"],
  "coordinates": [[-2.38732, 0.13175, -0.18173], [0.60425, -0.27245, 1.31494], [1.56568, 0.72204, 0.74794], [1.83712, -0.67639, 0.29746], [0.16334, -1.32417, 0.46522], [-2.11703, 1.11356, -1.03473], [0.90188, -1.02900, -0.81771], [0.53491, -0.38019, 2.39668], [2.24731, 1.16060, 1.47270], [-2.09380, 2.15472, -0.72010], [0.63910, -0.15389, -1.41968], [-2.39493, -0.91249, -0.48623], [1.23749, 1.40353, -0.03579], [1.09252, -1.90559, -1.43423], [2.66886, -1.27254, 0.65023], [-1.90427, 0.91437, -2.08334], [-2.59513, 0.32617, 0.86838]],
  "forces_ev_per_a": [[-0.014, 0.142, -0.127], [-0.182, -0.099, 0.312], [-0.023, 0.043, -0.092], [0.464, -0.045, -0.148], [0.081, 0.184, 0.047], [-0.050, -0.107, 0.102], [-0.036, -0.052, -0.164], [0.019, -0.018, -0.160], [-0.137, -0.081, -0.067], [-0.026, -0.156, -0.043], [0.047, -0.108, 0.130], [-0.003, 0.188, 0.038], [0.035, -0.102, 0.082], [-0.025, 0.102, 0.140], [-0.136, 0.090, -0.037], [-0.043, 0.023, 0.164], [0.029, -0.005, -0.176]],
  "orbital_gap_ev": 8.832,
  "lumo_ev": 1.1,
  "e_homo_ev": -7.78,
  "relative_energy_kj_mol": 514.0,
  "total_energy_ev": -7415.7078
}


[3]
{
  "formula": "C7H10",
  "method": "wB97M-V/def2-TZVPD",
  "species": ["C", "C", "C", "C", "C", "C", "C", "H", "H", "H", "H", "H", "H", "H", "H", "H", "H"],
  "coordinates": [[1.90272, 0.69787, 0.09412], [1.78925, -0.33634, -0.75127], [0.38460, -0.93455, -0.76141], [-1.82796, 0.29162, -0.33649], [0.57400, 1.09190, 0.68503], [-1.45718, -0.60332, 0.82811], [-0.38648, 0.08039, 0.06272], [2.59871, -0.69211, -1.38420], [0.03471, -2.04207, -0.19745], [0.00235, -1.14294, -1.76397], [0.30007, 2.11504, 0.40079], [2.82826, 1.21471, 0.36115], [-2.31267, 1.26269, -0.17645], [-2.10708, -0.16772, -1.27778], [-1.69580, -0.14865, 1.80043], [-1.20656, -1.74242, 0.63134], [0.57906, 1.05588, 1.78535]],
  "forces_ev_per_a": [[-0.174, -0.350, -0.256], [-0.017, -0.521, 0.456], [-0.349, -1.729, 0.746], [0.275, -0.049, -0.363], [-0.176, 0.063, -0.051], [0.333, -0.951, 0.146], [-0.233, 0.039, -0.044], [-0.091, -0.156, 0.286], [2.401, 2.471, -1.634], [0.025, 0.462, -0.094], [0.145, -0.021, 0.056], [-0.302, -0.103, -0.385], [0.189, -0.510, 0.298], [-0.063, 0.026, 0.058], [0.025, -0.885, -0.232], [-1.931, 2.255, 1.234], [-0.060, -0.040, -0.219]],
  "smiles": "C1=CCC2(C1)CC2",
  "orbital_gap_ev": 10.080,
  "lumo_ev": 1.1,
  "e_homo_ev": -8.94,
  "relative_energy_kj_mol": 250.7,
  "total_energy_ev": -7418.4364
}


[4]
{
  "formula": "C7H10",
  "method": "wB97M-V/def2-TZVPD",
  "species": ["C", "C", "C", "C", "C", "C", "C", "H", "H", "H", "H", "H", "H", "H", "H", "H", "H"],
  "coordinates": [[0.46179, -0.94069, 0.03740], [-2.16392, 1.37015, -0.45961], [0.83418, 1.11833, 1.20682], [1.31165, -1.21142, -1.20200], [0.14480, -1.81633, 0.98641], [0.21202, 0.50024, 0.15412], [-0.79171, 1.20577, -0.59480], [0.69873, -0.85463, -2.08451], [1.44620, 0.50988, 1.83293], [-2.71413, 0.59390, 0.11726], [-0.46229, 1.33706, -1.60362], [2.20444, -0.55514, -1.18381], [-0.13740, -1.49476, 2.09333], [1.47222, -2.26998, -1.49922], [-0.29024, -2.79772, 0.66530], [0.33014, 1.82902, 1.63694], [-2.60048, 2.34609, -0.74466]],
  "forces_ev_per_a": [[1.805, -0.009, -1.603], [2.205, -0.601, 1.292], [0.067, -4.733, -3.134], [-2.137, -0.349, -1.865], [-2.365, -0.321, 1.974], [1.315, -0.110, 4.309], [-2.978, -0.312, -1.556], [0.684, 0.020, 0.624], [0.761, -0.174, 0.158], [0.232, 1.373, 0.441], [0.690, 1.919, -0.604], [-0.313, -0.754, 0.173], [0.148, -0.410, -2.702], [0.411, 0.588, 0.785], [1.671, 0.275, 0.570], [-1.986, 4.913, 2.031], [-0.210, -1.315, -0.893]],
  "smiles": "C=CC(=C)C(=C)C",
  "orbital_gap_ev": 9.694,
  "lumo_ev": 0.8,
  "e_homo_ev": -8.93,
  "relative_energy_kj_mol": 477.6,
  "total_energy_ev": -7416.0850
}


[5]
{
  "formula": "C7H10",
  "method": "wB97M-V/def2-TZVPD",
  "species": ["C", "C", "C", "C", "C", "C", "C", "H", "H", "H", "H", "H", "H", "H", "H", "H", "H"],
  "coordinates": [[0.17178, 1.92716, 0.59254], [-0.25111, -1.97901, 0.19074], [-0.46931, -0.61115, 0.03069], [0.05513, 3.04172, -0.13562], [1.77495, 0.25277, -0.40377], [0.50545, 0.56669, 0.01081], [-1.50455, -2.78778, -0.17644], [0.60027, -2.54415, 0.51875], [-0.62184, 3.84350, 0.24076], [0.20354, 2.15183, 1.65920], [-1.87568, -3.38431, 0.62975], [2.55442, 0.93602, -0.59693], [-1.33044, -3.58313, -0.95320], [2.13936, -0.75647, -0.45902], [-2.16347, -2.05883, -0.63080], [-1.48244, -0.05062, 0.19646], [0.28225, 2.98377, -1.25862]],
  "forces_ev_per_a": [[0.495, 0.243, -1.078], [-2.929, 2.458, -1.104], [0.228, 1.158, 2.257], [-1.291, -0.534, -1.961], [-1.697, 0.364, 0.838], [2.950, -1.940, 0.606], [1.394, -0.485, -0.874], [0.767, 0.473, -0.301], [1.573, -0.014, -0.133], [-0.778, -1.050, 0.150], [-0.688, 0.060, 0.805], [0.574, 1.195, 0.239], [0.321, 0.901, 0.381], [-0.549, -0.560, -0.669], [-0.726, -0.359, 0.317], [1.063, -2.165, -1.139], [-0.708, 0.255, 1.664]],
  "smiles": "C=CC(=C)/C=C/C",
  "orbital_gap_ev": 8.957,
  "lumo_ev": 0.7,
  "e_homo_ev": -8.30,
  "relative_energy_kj_mol": 361.5,
  "total_energy_ev": -7417.2877
}


[6]
{
  "formula": "C7H10BBrCl2F3O2",
  "method": "wB97M-V/def2-TZVPD",
  "species": ["Br", "Cl", "Cl", "F", "F", "F", "O", "O", "C", "C", "C", "C", "C", "C", "C", "B", "H", "H", "H", "H", "H", "H", "H", "H", "H", "H"],
  "coordinates": [[-1.85413, 0.44237, 4.33290], [2.62469, 1.44027, -1.63568], [2.91879, -1.38722, -0.90159], [-0.11899, -2.41998, -1.77282], [-1.69840, -2.17431, -3.33782], [-2.70290, -0.29320, -1.54892], [-0.29064, 1.23570, 2.19305], [-1.53383, -0.57627, 1.36533], [-0.92923, 1.49013, -0.27181], [-0.41205, 0.45166, -1.27078], [3.70308, 0.03966, -1.58496], [-0.29126, 0.23318, 3.10781], [-0.49776, -1.02284, 2.20213], [-1.08701, -1.69249, -2.27513], [-1.41701, -0.55065, -1.70878], [-1.35990, 0.88940, 1.20748], [0.36649, -1.09583, 1.52643], [4.01939, -0.19055, -2.59595], [4.56218, 0.28778, -0.97221], [-0.10936, 0.98674, -2.17779], [-0.70082, -1.92822, 2.77053], [-2.48932, 1.34311, 1.39507], [-0.10153, 2.19070, -0.09514], [0.48364, -0.04826, -0.92447], [-1.73195, 2.09941, -0.68243], [0.64783, 0.24974, 3.65556]],
  "forces_ev_per_a": [[0.110, -0.237, 0.604], [0.337, 0.054, -0.021], [0.064, -0.041, -0.003], [1.510, -0.876, -1.027], [-0.689, -1.630, -0.145], [-1.258, 1.201, -1.145], [-0.222, 0.177, 0.647], [0.145, -0.971, 0.052], [0.805, -0.520, 0.707], [-0.774, 0.823, 0.383], [0.093, 0.099, -0.032], [0.969, -0.362, -1.822], [-0.514, 1.426, -0.079], [-0.424, 1.083, 0.477], [0.925, -0.074, 1.034], [-1.175, 0.655, -1.107], [0.638, -0.414, 0.717], [-0.091, -0.018, -0.009], [-0.064, 0.009, 0.062], [0.071, -0.166, -0.224], [-0.226, -0.200, -0.225], [0.097, 0.392, 0.577], [0.018, 0.041, 0.002], [0.045, -0.213, 0.232], [-0.152, -0.192, -0.280], [-0.240, -0.045, 0.626]],
  "total_charge": -1,
  "orbital_gap_ev": 6.409,
  "lumo_ev": 2.5,
  "e_homo_ev": -3.90,
  "total_energy_ev": -115432.8755
}